Entry from the Open Molecules 2025 dataset: a cluster of 2 separate species, C4H4Cl2 in total in a non-equilibrium geometry (wB97M-V/def2-TZVPD).

## Properties
molecular weight: 122.98 g/mol
max |F|: 7.4 eV Å⁻¹
relative energy (zero: lowest compared OMol25 entry of this formula, charge and spin): 74.00 kcal per mole
orbital gap: 9.6173 eV
DFT total energy: -1075.04445 hartree

Cartesian coordinates (Å):
1 C 0.22 -2.35 0.25
2 C 0.49 -1.22 -0.10
3 C -0.79 1.38 0.40
4 C 0.61 0.11 -0.49
5 Cl -2.31 0.72 -0.04
6 Cl 2.11 0.87 -0.17
7 H 0.16 -3.31 0.47
8 H -0.54 2.41 -0.11
9 H -0.44 1.28 1.33
10 H 0.48 0.10 -1.53

Entry from the Open Molecules 2025 dataset: the molecule C4H4Cl2 in a non-equilibrium geometry (wB97M-V/def2-TZVPD).

## Properties
structure (SMILES): Cl/C=C\C=C/Cl
molecular weight: 122.98 g/mol
max |F|: 9.1 eV Å⁻¹
relative energy (zero: lowest compared OMol25 entry of this formula, charge and spin): 59.12 kcal per mole
orbital gap: 9.2047 eV
DFT total energy: -1075.06817 hartree

Cartesian coordinates (Å):
1 Cl 2.89 0.12 -0.13
2 C 1.38 -0.80 0.28
3 C 0.12 -0.32 0.22
4 C -0.53 0.98 0.12
5 C -1.78 1.05 -0.09
6 Cl -2.53 -0.51 -0.07
7 H 1.65 -1.88 -0.10
8 H -0.74 -1.05 -0.11
9 H 0.16 1.92 0.58
10 H -2.20 2.11 -0.08

Entry from the Open Molecules 2025 dataset: a structure of composition C4H4Cl2CoN2NdO4 in a non-equilibrium geometry (wB97M-V/def2-TZVPD).

## Properties
2S+1: 8
molecular weight: 418.16 g/mol
max |F|: 11.0 eV Å⁻¹
total charge: +4
<S²>: 15.815
relative energy (zero: lowest compared OMol25 entry of this formula, charge and spin): 0.00 kcal per mole
orbital gap (alpha / beta): 6.8755 / 2.1518 eV
DFT total energy: -3428.09865 hartree

Cartesian coordinates (Å):
1 Co -2.73 3.95 -2.41
2 Nd 0.81 -0.24 -0.01
3 Cl -1.02 2.58 -2.78
4 Cl -1.61 0.02 0.39
5 C 0.48 0.55 2.22
6 C -2.97 5.14 -3.69
7 C -4.16 4.85 -1.87
8 O -0.04 0.71 3.25
9 O -3.18 5.94 -4.51
10 O -5.07 5.53 -1.66
11 N 1.43 -4.23 1.72
12 C 2.20 -3.15 1.34
13 N 3.57 -3.22 1.55
14 O 1.63 -2.08 0.93
15 H 1.95 -5.09 1.84
16 H 0.67 -4.26 1.05
17 H 4.15 -2.86 0.80
18 H 3.88 -4.15 1.84